# 1
22
Properties=species:S:1:pos:R:3 method="wB97M-V/def2-TZVPD" e_tot_ha=-367.26538 lumo_energy_ev=1.0
C -2.03219 -1.05392 -0.03538
C -0.87340 -0.11635 0.10637
C 0.44292 -0.28567 -0.19316
C 1.39687 -1.35485 -0.63413
C 1.00628 1.08598 0.15795
C 0.38206 1.28699 1.60425
C -0.89316 1.32934 0.68733
C -0.07212 2.17238 -0.23264
H -1.80310 -2.13151 -0.18204
H -2.72271 -0.72961 -0.92155
H -2.68014 -0.94085 0.97630
H 2.00366 -0.81175 -1.45232
H 2.23592 -1.64202 0.00986
H -0.00097 -2.20454 -1.86488
H 0.32785 -3.17511 -0.71090
H 2.05015 1.29467 -0.04459
H 0.37457 0.56630 2.51335
H 0.49575 2.25356 2.04522
H -1.81601 1.72252 1.13088
H 0.12356 3.12494 0.22558
H -0.50998 2.24852 -1.23863
N 0.82542 -2.56550 -1.32140

# 2
23
Properties=species:S:1:pos:R:3 method="wB97M-V/def2-TZVPD" e_tot_ha=-421.70979 charge=+1 lumo_energy_ev=-3.6 smiles=CN1C[C@@H]2CC#C[C@H]1[C@H]2[NH3+]
C 1.01094 0.52593 -1.64997
C 0.17569 -0.36591 -1.68015
C 1.38870 1.49687 -0.65939
C -0.88035 1.00483 0.54057
C -0.40758 -1.04981 -0.39380
C 0.64269 0.88999 0.57717
C 0.72707 -0.72365 0.63343
C -2.80523 -0.38337 -0.31748
N -1.39379 -0.22206 0.09406
N 2.05316 -1.21872 0.31424
H 2.46994 1.61075 -0.35662
H 1.03629 2.55085 -0.87978
H -1.17501 1.13385 1.62687
H -1.23223 1.98002 0.05560
H -0.68117 -2.15448 -0.51366
H 1.06506 1.47223 1.43801
H 0.51626 -1.05387 1.73900
H -3.36910 -1.36258 -0.00349
H -3.29495 0.45710 0.14103
H -2.92717 -0.30436 -1.36577
H 2.69196 -0.54331 0.46130
H 2.19620 -1.64408 -0.63446
H 2.19261 -2.09624 0.83330

# 3
24
Properties=species:S:1:pos:R:3 method="wB97M-V/def2-TZVPD" e_tot_ha=-497.03468 charge=+1 lumo_energy_ev=-4.3
C -0.90821 2.02152 0.12325
C -2.05339 1.30854 0.04640
C 0.48806 1.57438 0.03044
C -1.19061 -0.93979 -0.00285
C 2.07546 -1.30231 1.07845
C 2.94250 0.17593 -0.95265
C -3.59144 -0.59618 -0.07947
C 1.75274 -0.52868 -0.21917
N -2.18262 -0.08402 -0.17023
N 0.66487 0.31420 -0.01902
O -0.83740 -2.00364 -0.01233
H -1.05803 3.07421 0.02977
H -2.90183 1.84771 0.27288
H 1.23756 2.32275 -0.11247
H 1.22881 -1.92260 1.39678
H 2.94603 -2.01320 0.97487
H 2.27110 -0.74593 1.98232
H 3.62972 -0.72108 -0.91620
H 3.36613 1.18607 -0.51069
H 2.57609 0.49334 -1.90726
H -3.96346 -0.88069 -1.05587
H -3.56603 -1.55585 0.53551
H -4.31074 0.18254 0.48775
H 1.38466 -1.20725 -1.00021

# 4
24
Properties=species:S:1:pos:R:3 method="wB97M-V/def2-TZVPD" e_tot_ha=-496.99026 charge=+1 lumo_energy_ev="-4.0 / -4.0"
C -1.13475 0.52720 -0.51851
C -2.35372 0.42542 -0.64448
C -0.02030 -2.03310 0.43002
C 2.21063 1.66034 0.64891
C 0.90840 0.94399 1.24529
C 2.39294 1.02655 -0.73559
C 0.20099 0.51339 -0.06925
C -3.84452 0.56299 -0.53732
N 0.04831 -2.87429 -0.52548
N 1.09848 0.55574 -1.04503
O -0.46211 -2.61662 1.54409
H 1.85895 2.60927 0.57380
H 3.07597 1.46202 1.20587
H 1.23845 0.06781 1.79436
H 0.42517 1.59256 1.94481
H 2.78992 1.75865 -1.43952
H 3.24985 0.20581 -0.65763
H -4.05457 -0.44966 -0.61133
H -4.27920 0.99142 -1.34978
H -3.93829 1.17973 0.37268
H 0.44938 -2.68400 -1.47338
H -0.18088 -3.81578 -0.34434
H 0.92851 0.47056 -2.05284
H -0.60761 -2.08002 2.24466

# 5
26
Properties=species:S:1:pos:R:3 method="wB97M-V/def2-TZVPD" e_tot_ha=-970.35639 charge=+1 lumo_energy_ev="-4.7 / -4.7"
C -1.28947 0.71269 -0.08430
C -0.92764 -0.05936 -1.15467
C -0.39319 0.59089 0.97715
C -1.35980 2.34187 2.66169
C 0.28200 -0.86420 -0.82874
C 0.53369 -0.59591 0.63186
C -0.06767 -2.61484 -2.57790
C 0.16095 -2.36697 -1.11760
N -0.45213 1.35511 2.10475
N 1.95150 -0.49917 1.05285
O 0.46664 3.97292 1.33490
O -2.00439 3.20129 1.60313
S -0.84953 4.03836 2.30922
H -2.13209 1.48826 -0.12937
H -1.51654 0.10552 -2.02682
H 1.20798 -0.70950 -1.36051
H 0.18372 -1.29523 1.31649
H -0.67735 -1.85339 -2.92426
H -0.54020 -3.45507 -3.02471
H 0.79598 -2.46442 -3.06960
H 1.06597 -2.73801 -0.83947
H -0.65729 -2.87238 -0.70280
H 0.31463 1.07388 2.71682
H 1.01746 4.76759 1.54870
H 2.35904 0.03529 0.32472
H 2.52774 -1.29522 1.25849

# 6
25
Properties=species:S:1:pos:R:3 method="wB97M-V/def2-TZVPD" e_tot_ha=-551.48762 charge=+2 lumo_energy_ev="-9.0 / -9.0" smiles="Cc1coc(C(=[NH2+])/[NH+]=C/N)c1C"
C 0.42547 0.18814 -2.36183
C 0.84216 -1.05123 -1.98367
C 0.54609 -1.06878 -0.55577
C -0.15437 0.13406 -0.26029
C -1.51989 2.89894 1.73030
C -0.54735 0.75066 0.94906
C 1.51580 -2.16919 -2.72484
C 0.90513 -2.09062 0.45183
N -2.26384 3.91352 1.43742
N -0.33399 0.19061 2.13276
N -1.10969 2.02835 0.83890
O -0.24860 0.88944 -1.45011
H 0.61921 0.59811 -3.30108
H -1.13119 2.78137 2.66621
H 2.55697 -1.95921 -2.53832
H 0.98397 -3.07930 -2.46499
H 1.55501 -2.12301 -3.76276
H 1.98336 -1.80982 0.51967
H 0.24843 -2.05848 1.29233
H 0.79367 -3.03880 -0.13529
H -2.35416 4.64123 2.14530
H -2.69295 3.92313 0.52538
H -0.28941 -0.78575 2.25828
H -0.26932 0.77110 2.97575
H -1.41579 2.30013 -0.03741

# 7
26
Properties=species:S:1:pos:R:3 method="wB97M-V/def2-TZVPD" e_tot_ha=-950.31628 lumo_energy_ev=0.1 smiles="CCCCCSc1nncc(=O)[nH]1"
C -4.80565 -0.65343 -0.14058
C -3.67467 0.34984 -0.32882
C -2.33479 -0.21701 0.13521
C -1.19906 0.78744 -0.05183
C 0.11922 0.20507 0.42736
H 0.08573 -0.04004 1.48838
H 0.41155 -0.67861 -0.13684
S 1.46623 1.42192 0.20156
C 2.84733 0.37014 0.10469
N 2.69337 -0.91781 0.17791
N 3.76308 -1.70415 0.09690
C 4.94436 -1.21509 -0.04390
C 5.23697 0.21292 -0.13662
O 6.31121 0.74588 -0.27155
N 4.05786 0.96526 -0.05050
H 4.13316 1.97552 -0.10708
H 5.76520 -1.91384 -0.09804
H -1.11656 1.05538 -1.10733
H -1.42147 1.69973 0.50661
H -2.40512 -0.49130 1.19014
H -2.11050 -1.12501 -0.42864
H -3.89693 1.25799 0.23583
H -3.60452 0.62470 -1.38345
H -5.75020 -0.23091 -0.47418
H -4.61276 -1.55792 -0.71301
H -4.90304 -0.92668 0.90774

# 8
25
Properties=species:S:1:pos:R:3 method="wB97M-V/def2-TZVPD" e_tot_ha=-531.32203 charge=+1 lumo_energy_ev="-4.6 / -4.6" smiles="C=[N+](C)c1c(/N=C/C)ncn1C"
C -0.96824 -2.32758 0.01482
C 0.49125 -0.78195 0.06367
C -0.75354 -0.16466 0.06801
C -2.04557 1.76717 0.56838
C 2.78590 -0.66239 -0.12526
C 3.98361 0.12513 0.19552
C -3.08040 -1.06825 -0.25438
C 0.12902 1.97410 -0.34042
N 0.28350 -2.17896 0.16016
N 1.62721 -0.17558 0.19181
N -1.68500 -1.19831 -0.01169
N -1.01941 1.19008 0.08540
H -1.49022 -3.29574 -0.08947
H -2.10916 2.88224 0.49981
H -2.89403 1.17747 0.97719
H 2.79886 -1.59356 -0.64479
H 3.81666 0.80603 1.02379
H 4.90639 -0.55917 0.52398
H 4.21756 0.82976 -0.62466
H -3.47469 -1.91086 -0.90849
H -3.62822 -1.29915 0.64260
H -3.44945 -0.02918 -0.55936
H 0.41873 1.77112 -1.31677
H 1.17862 1.63752 0.06216
H -0.03936 3.08471 -0.20205

# 9
35
Properties=species:S:1:pos:R:3 method="wB97M-V/def2-TZVPD" e_tot_ha=-1818.49714 charge=+3 s_squared=3.77 lumo_energy_ev="-13.1 / -13.0" spin_multiplicity=4
Re -0.07152 -0.09780 -0.46117
N 1.28638 -3.86850 -1.59607
C 2.52478 -3.42210 -1.29127
C 2.39048 -2.12170 -0.84287
N 1.08008 -1.78250 -0.87887
C 0.40788 -2.88160 -1.33847
C -1.00682 -2.71760 -1.41937
N -1.44812 -1.47300 -1.05787
C -2.78942 -1.47840 -1.19207
C -3.18312 -2.72670 -1.62427
N -2.06042 -3.47530 -1.76087
H 1.08768 -4.80110 -1.94687
H 3.41158 -4.01990 -1.40467
H 3.16378 -1.45960 -0.50377
H -3.39822 -0.62180 -0.98337
H -4.16912 -3.10590 -1.82207
H -2.05522 -4.45350 -2.03507
C 1.62468 3.53440 1.46933
C 0.82978 2.39370 0.93933
O 1.52228 1.47330 0.11853
P 0.02388 1.32370 2.21693
O -1.34782 1.82950 2.70093
O 0.97468 1.37780 3.41943
O -0.00192 -0.09580 1.61453
P -0.61332 2.86920 -0.26657
O -1.56042 3.79070 0.56463
O 0.01918 3.33100 -1.49137
O -1.24982 1.46650 -0.25967
H 2.43008 3.15460 2.11023
H 1.00068 4.18300 2.08513
H 2.08698 4.13470 0.68103
H 2.17368 1.94210 -0.44127
H -2.11482 2.07090 2.17113
H 0.75218 1.04900 4.29843
H -1.72072 4.67870 0.22813

# 10
32
Properties=species:S:1:pos:R:3 method="wB97M-V/def2-TZVPD" e_tot_ha=-1089.87983 charge=+2 lumo_energy_ev="-8.8 / -8.8"
Pd 0.49800 1.09907 -1.30494
O 0.51316 3.13186 -0.89269
C 0.09421 3.55785 0.42213
C 0.84714 2.89932 1.56271
N 0.57306 1.45114 1.75398
C -0.78699 1.01705 1.88326
C -1.68309 0.46979 0.37283
O -2.42048 -0.40099 0.66893
O -1.40823 1.18418 -0.65010
C 1.56899 0.67028 1.95944
C 2.97217 0.17028 -0.00214
O 3.44207 -0.75304 0.48221
O 2.67093 1.04287 -0.73301
H 1.28555 3.62534 -1.20491
H 0.24252 4.63451 0.49482
H -0.97333 3.35765 0.45603
H 1.92439 3.00713 1.44122
H 0.54785 3.39412 2.48955
H -0.88190 0.13454 2.49914
H -1.45075 1.83322 2.14582
H 2.46948 1.10054 2.38948
H 1.32353 -0.34691 2.24755
N -2.19267 -3.37985 -2.38350
C -1.14760 -3.91608 -1.76583
N -1.08741 -5.21628 -1.54396
N -0.09960 -3.18853 -1.31839
C 0.08103 -1.96355 -1.55523
N 0.36874 -0.84240 -1.73442
H -2.97342 -3.93917 -2.68759
H -2.23583 -2.39089 -2.56256
H -1.81163 -5.85061 -1.83789
H -0.26988 -5.59246 -1.09193

In the order shown, the computed ΔE to the lowest compared entry with this formula, charge and spin values come out to 293.4 596.3 305.1 421.7 514.8 32.4 22.4 323.1 85.8 193.8 kJ/mol.